#i
DFT (ωB97M-V/def2-TZVPD) results for a 3-piece molecular cluster, CH6O3 overall.

SMILES string   C=O.O.O
HOMO level   -9.93 eV
Frontier orbital gap   10.726 eV

Geometry (Å):
H 2.360 -0.277 1.718
H -0.003 -2.302 0.460
H -1.120 -1.476 -0.185
C 1.551 0.124 1.072
O -0.758 -1.709 0.676
O 1.769 0.486 -0.055
H -1.213 1.476 -2.035
O -1.940 1.196 -1.469
H 0.534 0.182 1.479
H -2.319 2.026 -1.147

***

#ii
DFT (ωB97M-V/def2-TZVPD) results for a 3-piece molecular cluster, CH6O3 overall.

SMILES string   C=O.O.O
HOMO level   -10.27 eV
Frontier orbital gap   11.013 eV

Geometry (Å):
H -0.996 0.900 -1.990
H 2.239 -3.509 -0.259
H -2.512 3.126 3.456
O 0.734 0.832 -1.142
O -2.977 2.443 2.966
H -2.405 1.666 2.840
H 3.037 -4.737 -0.368
O 2.497 -4.181 -0.913
C 0.021 1.317 -1.976
H 0.361 2.143 -2.614

***

Most stable: #i (next structure +0.230 eV)

***

#i
DFT (ωB97M-V/def2-TZVPD) results for CHBrClNO2 as an isolated structure.

HOMO level (alpha / beta)   -9.72 / -9.44 eV
Frontier orbital gap (alpha / beta)   7.811 / 7.390 eV

Geometry (Å):
Cl 0.246 1.206 1.843
C 0.352 0.883 0.212
Br -0.416 2.320 -0.782
H 1.351 0.724 0.074
O 0.234 -2.468 -0.535
N -0.807 -1.915 -0.678
O -0.960 -0.749 -0.134

***

#ii
DFT (ωB97M-V/def2-TZVPD) results for a 2-piece molecular cluster, CHBrClNO2 overall.

HOMO level (alpha / beta)   -11.00 / -9.92 eV
Frontier orbital gap (alpha / beta)   8.544 / 5.328 eV

Geometry (Å):
N 1.111 -0.584 -0.419
H -0.822 0.567 -0.409
Br -0.340 0.129 1.814
O 1.949 -1.026 0.318
Cl -3.135 1.503 0.265
O 1.294 -0.560 -1.628
C -0.056 -0.029 0.059

***

Most stable: #i (next structure +0.937 eV)

***

#i
DFT (ωB97M-V/def2-TZVPD) results for an isolated ion of composition C3H3N2O3 and charge -1.

HOMO level (alpha / beta)   -2.73 / -2.97 eV
Total charge   -1
Frontier orbital gap (alpha / beta)   6.424 / 6.916 eV

Geometry (Å):
C 0.142 -0.440 0.466
H 0.965 2.186 -2.110
H -1.260 -1.879 0.539
H 0.428 -0.360 1.497
N -0.896 -1.108 -0.005
O -1.973 -1.461 -2.052
C 0.779 0.579 -0.302
O 0.907 1.354 -2.547
N 0.440 0.458 -1.609
C -1.539 -0.747 -1.137
O 1.559 1.436 0.215

***

#ii
DFT (ωB97M-V/def2-TZVPD) results for a 2-piece molecular cluster, C3H3N2O3 overall.

HOMO level (alpha / beta)   -2.96 / -2.95 eV
Total charge   -1
Frontier orbital gap (alpha / beta)   7.051 / 7.045 eV

Geometry (Å):
C 0.768 1.308 0.761
O 0.198 0.302 -2.347
O -1.554 -2.076 0.949
C 0.401 0.382 -1.133
N -1.502 -0.896 0.536
O 0.852 0.031 1.066
H -1.806 -0.718 -0.481
H 0.862 2.280 1.476
C 0.485 -0.630 -0.083
N 0.557 1.598 -0.462
H 0.738 -1.582 -0.282

***

Most stable: #ii (next structure +0.086 eV)